Density functional theory data (ωB97M-V with the def2-TZVPD basis set) for a molecular structure, C30H31BrN5O8Yb in a non-equilibrium geometry.

Summary:
E = -5770.1275 hartree
2S+1 = 2
E_LUMO (spin up / spin down) = -0.5 / -0.5 eV
energy above the lowest of the compared OMol25 structures with the same formula, charge and spin = 30.5 kcal per mole
total charge = 0

```
76
Properties=species:S:1:pos:R:3:forces:R:3:lowdin_spin:R:1
Yb -0.544528 0.690910 -0.404371 0.9 -0.6 -0.4 0.00
N -1.530822 0.978917 -2.637024 -0.5 1.4 -0.2 0.00
C -1.034448 1.868637 -3.713901 -1.0 -0.3 0.3 0.00
C -1.341715 3.369955 -3.571610 0.3 0.4 0.9 0.00
C -1.910441 3.990004 -2.272474 0.7 -0.3 0.4 0.00
C -0.867574 4.019967 -1.120098 1.7 1.6 -0.3 0.00
N -1.110112 3.112461 -0.045320 -1.6 -1.1 1.8 0.00
H -1.618377 0.060390 -3.052546 -0.6 -0.1 0.4 0.00
H -2.427312 1.370126 -2.314326 0.1 -1.0 -0.2 0.00
H -1.592394 1.624143 -4.641909 1.1 -0.4 0.1 0.00
H 0.031620 1.682118 -3.692396 0.2 0.1 -0.8 0.00
H -1.964932 3.638603 -4.412735 -0.1 0.3 -0.1 0.00
H -0.384383 3.857227 -3.658160 0.3 0.4 -0.6 0.00
H -2.746285 3.408149 -1.886803 -0.5 0.3 -0.1 0.00
H -2.204443 5.044093 -2.490394 -0.1 -0.9 0.1 0.00
H -0.706764 5.058394 -0.724436 -0.5 -0.5 -0.4 0.00
H 0.150004 3.755265 -1.461168 -0.3 0.1 -0.5 0.00
H -2.103733 3.146904 0.258257 0.6 -0.1 -0.2 0.00
H -0.532053 3.249984 0.798347 -0.3 0.3 -0.8 0.00
C -0.477215 -2.186787 3.289074 -0.1 -0.6 1.6 0.00
C -1.076458 -3.379049 2.848428 0.7 1.8 -1.9 0.00
C -1.192284 -3.499566 1.463915 0.2 -0.1 -1.5 0.00
C -0.656874 -2.500107 0.567654 -0.2 -0.5 4.0 0.00
N -0.238159 -1.327390 1.105019 1.0 -0.4 -1.2 0.00
C -0.054228 -1.201050 2.417831 -1.3 -0.5 0.1 0.00
C -0.332204 -2.859645 -0.799918 -0.2 -0.6 -2.1 0.00
C -0.375737 -4.190828 -1.254316 0.0 0.5 0.4 0.00
C -0.219726 -4.453975 -2.609854 -0.6 -0.7 1.4 0.00
C -0.018933 -3.432411 -3.472244 1.4 1.4 -1.4 0.00
C 0.253863 -2.156620 -2.943472 -1.7 -0.5 0.4 0.00
N 0.005771 -1.892110 -1.656891 0.1 0.8 0.0 0.00
H -0.358919 -1.991840 4.369711 0.0 -0.3 -0.7 0.00
H -1.360084 -4.172318 3.486057 -0.4 -0.5 0.7 0.00
H -1.659429 -4.378279 0.961347 0.4 0.7 0.9 0.00
H 0.354756 -0.286132 2.851048 -0.1 0.0 -0.6 0.00
H -0.544298 -4.993954 -0.554507 0.0 -0.1 -0.1 0.00
H -0.322416 -5.463764 -2.952952 0.0 -0.4 -0.2 0.00
H 0.068484 -3.624809 -4.550710 0.0 0.2 0.5 0.00
H 0.422247 -1.290111 -3.575931 0.4 -0.1 0.1 0.00
O 1.158572 1.560688 1.018662 1.6 0.7 -0.2 0.00
C 2.314846 2.048289 0.849802 -2.1 -0.8 0.4 0.00
C 3.089342 2.023717 -0.337130 0.5 0.3 -0.3 0.00
C 4.409907 2.574837 -0.181373 -1.1 -1.6 -1.7 0.00
C 5.368647 2.112324 -1.074305 0.8 1.1 1.5 0.00
C 5.067813 1.275876 -2.135008 -1.5 -0.4 -0.2 0.00
C 3.759812 0.977232 -2.418078 0.8 -0.1 -0.5 0.00
C 2.693625 1.265251 -1.531302 -1.3 -0.6 0.5 0.00
O 1.527585 0.750310 -1.754420 1.2 1.3 0.7 0.00
N 6.784050 2.379863 -0.792932 1.2 0.0 0.7 0.00
O 7.023991 3.047565 0.241261 0.0 -1.1 -2.2 0.00
O 7.651019 1.858187 -1.538709 -1.7 1.4 1.7 0.00
H 2.791454 2.445972 1.756164 0.1 0.3 -0.1 0.00
H 4.541593 3.298197 0.595750 0.6 -0.1 0.4 0.00
H 5.841306 0.797521 -2.684029 0.6 0.1 -0.5 0.00
H 3.538878 0.422291 -3.318998 -0.1 -0.3 0.1 0.00
C 5.187495 -3.055320 4.224611 0.6 0.0 -1.6 0.07
O 4.164184 -3.729531 3.332907 0.7 0.8 0.3 0.12
C 3.932640 -3.379172 2.086330 -0.1 0.1 -1.3 0.53
O 4.382454 -2.724150 1.181394 -0.1 -0.7 2.3 0.26
H 5.108170 -3.477484 5.211472 -0.5 -0.3 0.1 0.00
H 4.967466 -1.978300 4.233293 0.3 -0.4 -0.1 0.00
H 6.209921 -3.303647 3.836306 -1.0 0.5 0.2 0.01
Br -4.276808 2.640775 3.115269 0.1 0.4 -0.3 0.00
C -4.946592 0.953859 2.645192 -0.6 -1.8 -0.8 0.00
C -5.847942 0.420812 3.568171 0.8 -1.1 -1.1 0.00
C -6.130227 -0.952148 3.529559 -0.1 -0.1 -0.1 0.00
C -5.501570 -1.790996 2.600084 -0.4 0.2 0.6 0.00
C -4.676028 -1.227252 1.640298 -0.1 -0.4 -0.7 0.00
C -4.505805 0.144798 1.527545 0.5 1.9 2.1 0.00
C -3.690648 0.850434 0.473356 0.1 1.3 -1.7 0.00
O -3.985257 2.057211 0.167050 0.7 -2.6 0.7 0.00
O -2.769020 0.148658 -0.092653 -0.7 0.5 0.7 0.00
H -6.269506 1.087523 4.274999 -0.3 0.2 0.8 0.00
H -6.829139 -1.371405 4.253976 0.2 0.1 -0.2 0.00
H -5.677234 -2.878442 2.596261 0.1 0.7 0.1 0.00
H -4.188467 -1.919845 0.953032 -0.1 0.5 -0.2 0.00
```
Positions in Å, forces in eV/Å.

=====

Density functional theory data (ωB97M-V with the def2-TZVPD basis set) for 2 unconnected molecules or ions with the total composition C30H31F3N2O2 in a non-equilibrium geometry.

Summary:
E = -1721.3185 hartree
2S+1 = 1
E_LUMO = -2.4 eV
energy above the lowest of the compared OMol25 structures with the same formula, charge and spin = 0.8 kcal per mole
total charge = 0

```
68
Properties=species:S:1:pos:R:3:forces:R:3:nbo_charge:R:1
C 2.777468 5.096895 0.420268 -0.3 0.3 0.1 -0.42
N 2.518184 3.690533 0.213440 0.4 -0.3 0.0 -0.46
C 3.528891 2.810690 -0.045621 1.1 0.6 -0.2 0.68
O 4.715569 3.110192 -0.158191 -1.7 -0.6 0.2 -0.59
C 2.903881 1.421239 -0.163235 0.5 0.1 -0.5 -0.12
C 3.440742 0.461136 0.894554 0.0 -0.2 0.4 -0.44
C 4.924277 0.205672 0.741796 0.1 0.0 0.0 0.07
C 5.810533 0.557471 1.763837 0.0 0.0 -0.3 -0.22
C 7.184995 0.378549 1.594332 -0.1 -0.1 -0.2 -0.20
C 7.674643 -0.171483 0.402583 -0.3 0.1 0.1 -0.21
C 6.785874 -0.534086 -0.616776 -0.2 0.0 0.1 -0.19
C 5.410497 -0.353243 -0.441655 0.3 0.1 0.2 -0.24
N 1.473895 1.701870 -0.016292 -1.3 -1.5 -0.1 -0.35
C 0.544025 0.729075 -0.083714 1.1 0.9 0.0 0.23
C -0.817094 0.970599 0.081826 -1.2 0.0 0.1 -0.40
C -1.845011 0.036841 0.046779 0.9 0.2 0.0 0.04
C -3.225168 0.397307 0.229080 -1.1 0.5 0.2 -0.08
C -4.243486 -0.597459 0.187318 0.6 0.1 0.0 -0.12
C -5.578731 -0.265994 0.361329 0.1 0.1 0.0 -0.23
C -5.970570 1.060620 0.586162 0.3 -0.4 -0.1 0.06
C -7.413853 1.401802 0.771820 -0.3 0.2 0.1 -0.64
C -4.988921 2.054495 0.633574 0.4 0.0 0.0 -0.23
C -3.648019 1.742644 0.460293 0.1 -0.4 -0.1 -0.16
C 1.176212 3.125309 0.244716 0.0 0.5 0.2 0.34
C 0.574406 3.334731 1.644489 0.1 -0.1 0.1 -0.64
C 0.340510 3.749552 -0.883941 0.2 -0.1 -0.1 -0.64
H 3.854414 5.255274 0.349673 -0.2 -0.1 0.0 0.26
H 2.267472 5.702399 -0.339297 0.2 -0.1 0.1 0.20
H 2.424935 5.414997 1.409691 0.1 0.0 -0.2 0.20
H 3.114768 1.020505 -1.169991 -0.1 0.2 0.3 0.24
H 3.239591 0.894219 1.887326 0.0 -0.2 -0.2 0.22
H 2.879249 -0.483763 0.819115 0.2 0.2 0.1 0.23
H 5.405798 1.004147 2.674565 0.2 -0.1 -0.2 0.21
H 7.868104 0.672906 2.394287 -0.2 -0.1 -0.3 0.22
H 8.748115 -0.316111 0.268511 -0.3 0.1 0.0 0.22
H 7.154043 -0.958967 -1.553021 -0.1 0.1 0.3 0.22
H 4.699437 -0.621033 -1.226888 0.3 0.0 0.1 0.21
H 0.928479 -0.275655 -0.280176 -0.2 0.2 0.0 0.25
H -1.109863 1.998296 0.264879 0.1 -0.5 -0.1 0.21
H -1.604130 -1.017737 -0.120557 -0.1 -0.1 0.0 0.28
H -3.936632 -1.631760 0.016093 -0.1 0.2 0.0 0.26
H -6.346861 -1.037351 0.326493 0.2 0.1 0.0 0.23
H -7.535909 2.475599 0.935918 -0.1 -0.2 0.0 0.22
H -8.007543 1.118718 -0.105775 0.1 0.0 0.1 0.24
H -7.842267 0.871969 1.631174 0.1 0.1 -0.1 0.24
H -5.288772 3.087912 0.809825 0.1 -0.2 0.0 0.22
H -2.918969 2.554616 0.506102 -0.3 -0.2 0.0 0.20
H 1.277295 2.944776 2.395404 -0.2 0.2 -0.2 0.23
H 0.414820 4.406208 1.813942 0.0 -0.3 0.0 0.23
H -0.375987 2.812724 1.769600 0.2 0.2 0.1 0.23
H 0.891105 3.633140 -1.828111 -0.2 0.1 0.2 0.23
H -0.631526 3.267660 -0.998858 0.2 0.2 0.0 0.23
H 0.186850 4.814981 -0.676961 0.0 -0.3 -0.1 0.23
F -1.134568 -7.700841 0.405973 0.2 0.8 0.2 -0.35
C -1.085342 -6.331495 0.295927 -0.2 0.2 -0.3 0.98
F -1.545037 -5.832108 1.481714 0.5 -0.4 -0.4 -0.34
F 0.236030 -5.999528 0.193544 -0.6 -0.3 0.4 -0.34
C -1.879394 -5.828897 -0.864492 0.2 1.3 0.2 -0.27
C -1.931247 -4.361787 -1.100053 -0.8 -1.5 -0.9 0.42
O -1.368432 -3.513803 -0.376812 0.5 0.9 0.7 -0.79
C -2.727293 -3.988171 -2.253852 0.3 -0.1 0.6 -0.36
C -3.391723 -4.906151 -3.034582 0.1 -0.2 0.1 -0.19
C -3.316537 -6.274213 -2.755480 -0.1 -0.5 0.0 -0.34
C -2.556735 -6.718004 -1.665174 -0.5 0.1 -0.7 -0.18
H -2.783718 -2.921242 -2.463400 0.0 -0.1 0.0 0.18
H -3.981047 -4.553179 -3.879789 0.1 -0.1 0.1 0.19
H -3.837427 -7.009221 -3.370229 0.1 0.3 0.1 0.20
H -2.507298 -7.784955 -1.455011 0.0 0.2 0.0 0.21
```
Positions in Å, forces in eV/Å.

=====

Density functional theory data (ωB97M-V with the def2-TZVPD basis set) for 3 unconnected molecules or ions with the total composition C30H31FN2O10 in a non-equilibrium geometry.

Summary:
E = -2122.8695 hartree
2S+1 = 1
E_LUMO = -2.0 eV
total charge = 0
SMILES = CCOCC[C@@]1([C@H](C)F)OC(=O)O[C@]1(c1ccccn1)N(C(C)=O)C(C)=O.O=C1C=CC(=O)C=C1.O=C1C=CC(=O)C=C1

```
74
Properties=species:S:1:pos:R:3:forces:R:3:lowdin_charge:R:1
C 5.113078 -0.973592 -0.684182 -0.3 1.2 -0.4 -0.10
C 3.526503 -0.450091 -0.660496 1.9 -1.5 -0.3 -0.27
O 3.273031 0.116224 -1.991458 -1.6 1.0 2.2 -0.22
C 1.997658 0.908937 -2.004257 0.5 0.2 -0.1 -0.18
C 0.811401 -0.163029 -2.333499 0.6 -1.0 -0.4 -0.05
C -0.688942 0.446511 -2.581575 -1.3 -1.1 -0.3 -0.21
C -0.571381 1.957994 -3.168990 -0.6 1.8 -0.5 -0.18
C -1.956080 2.695786 -3.635282 -0.9 -0.5 -0.8 -0.06
F 0.231358 1.844019 -4.447748 -1.4 0.1 3.0 -0.09
O -1.523687 -0.214667 -3.642407 -2.5 -1.5 1.1 -0.02
C -2.922359 -0.508144 -3.180240 -1.4 -2.3 -2.2 -0.22
O -3.796519 -1.319919 -3.783054 6.3 6.3 4.5 0.06
O -3.076229 0.296403 -1.920857 1.6 -1.7 -2.0 -0.02
C -1.708753 0.081724 -1.330616 0.8 -0.6 -1.7 -0.25
C -1.933422 -1.536361 -0.945360 -1.0 -2.9 2.0 -0.08
C -3.223837 -1.739026 0.105676 1.8 -3.6 -1.0 0.05
C -3.612762 -3.269846 0.571769 3.8 1.6 -3.4 -0.02
C -2.690458 -4.475438 -0.078636 0.0 4.5 -0.5 -0.03
C -1.497436 -4.025616 -1.112074 -2.1 0.9 1.5 -0.09
N -1.117347 -2.644453 -1.541699 -4.4 -0.5 4.0 0.06
N -1.232903 1.027324 -0.265433 -1.2 -0.5 1.5 0.04
C -0.738836 0.366914 0.990318 -4.7 -1.2 6.3 -0.23
C 0.764718 -0.212094 1.292398 -0.2 0.7 0.7 -0.02
O -1.619432 0.277703 2.026667 5.6 0.8 -6.3 -0.03
C -2.150165 2.198015 -0.023636 -5.6 2.3 2.3 -0.24
C -1.537112 3.726557 -0.316394 -0.5 -0.2 1.2 -0.02
O -3.398840 2.166649 0.448721 7.8 -0.7 -3.2 0.01
H 5.664455 -0.197767 -1.404688 -1.1 -1.7 1.7 0.09
H 5.239825 -2.036365 -1.158032 -0.3 2.0 1.1 0.08
H 5.563700 -0.889334 0.412601 -0.9 -0.4 -2.5 0.08
H 3.466635 0.314730 0.226431 -0.3 -1.3 -1.9 0.11
H 2.857657 -1.403725 -0.533436 1.0 2.0 0.2 0.11
H 2.174799 1.744508 -2.801989 -0.6 -1.8 1.3 0.13
H 1.863678 1.476902 -0.963626 0.1 -1.4 -2.1 0.12
H 0.871982 -0.959199 -1.445171 -0.7 1.8 -2.1 0.10
H 1.142616 -0.779204 -3.300602 -0.8 1.6 2.1 0.16
H -0.031876 2.738568 -2.443809 -0.8 -2.1 -1.7 0.14
H -2.733397 2.816679 -2.747451 1.9 -0.2 -1.8 0.08
H -2.533820 2.051172 -4.457907 1.5 1.2 1.8 0.11
H -1.741293 3.737485 -4.176307 -0.2 -2.3 1.5 0.11
H -3.849087 -0.820498 0.520931 1.7 -2.0 -1.1 0.12
H -4.511016 -3.412495 1.306949 2.0 0.1 -1.6 0.09
H -2.944551 -5.591040 0.224176 0.9 2.6 -1.0 0.09
H -0.875118 -4.924282 -1.594013 -1.5 2.4 1.1 0.11
H 1.045957 -1.192464 0.719490 -0.7 2.2 0.8 0.08
H 1.515349 0.681595 1.131679 -1.4 -2.0 0.0 0.08
H 0.839067 -0.478630 2.453681 -0.7 0.7 -2.6 0.11
H -0.365711 3.746242 -0.358260 -2.3 -0.2 -0.2 0.09
H -2.057828 4.245632 -1.243550 1.3 -1.4 1.9 0.10
H -1.858882 4.378344 0.626114 0.6 -1.6 -2.1 0.08
O -1.243416 6.414572 1.151032 0.3 0.3 0.7 0.07
C -0.768474 6.710587 2.238836 -0.3 -0.1 -0.6 -0.37
C 0.476020 7.497612 2.343892 0.3 0.2 0.2 0.02
C 0.995326 7.818670 3.532828 0.0 0.0 -0.5 0.02
C 0.346442 7.401818 4.791791 0.4 0.2 0.9 -0.38
O 0.821383 7.697833 5.879594 -0.3 -0.2 -0.8 0.10
C -0.898053 6.614793 4.686735 -0.3 -0.2 -0.3 0.03
C -1.417358 6.293735 3.497798 0.0 0.0 0.4 0.03
H 0.939649 7.796511 1.411409 0.0 0.0 0.0 0.12
H 1.907722 8.394694 3.627581 0.0 0.0 0.0 0.12
H -1.361682 6.315894 5.619218 0.0 0.0 0.0 0.12
H -2.329755 5.717711 3.403045 0.0 0.0 0.0 0.13
O -0.706238 -7.161375 -0.254286 0.6 0.0 0.3 0.07
C 0.349545 -7.183118 0.363259 -0.7 0.0 -0.4 -0.38
C 0.656325 -6.171654 1.393812 0.3 0.2 0.3 0.02
C 1.811029 -6.194958 2.066449 -0.4 0.2 -0.1 0.02
C 2.828422 -7.233509 1.809303 0.9 0.0 0.5 -0.38
O 3.884205 -7.255252 2.426848 -0.7 0.0 -0.4 0.10
C 2.521642 -8.244973 0.778750 -0.3 -0.2 -0.3 0.02
C 1.366938 -8.221670 0.106113 0.4 -0.2 0.1 0.02
H -0.100386 -5.416883 1.571369 0.0 0.0 0.0 0.11
H 2.052085 -5.460209 2.824925 0.0 0.0 0.0 0.12
H 3.278353 -8.999744 0.601193 0.0 0.0 0.0 0.12
H 1.125883 -8.956418 -0.652363 0.0 0.0 0.0 0.12
```
Positions in Å, forces in eV/Å.